{
  "formula": "C3H3NOS",
  "method": "ωB97M-V/def2-TZVPD",
  "de_lowest_kj_mol": 152.72,
  "homo_energy_ev": -10.1,
  "homo_lumo_gap_ev": 10.02,
  "smiles": "N#CC(=O)CS",
  "species": ["N", "C", "C", "O", "C", "S", "H", "H", "H"],
  "coordinates": [[3.0655, -0.7346, 0.0126], [2.0853, -0.1502, 0.1657], [0.6420, 0.3989, -0.1304], [0.6440, 1.5423, -0.0553], [-0.5448, -0.6144, -0.0766], [-2.2983, -0.1894, -0.0190], [-0.3301, -1.2329, -0.9377], [-0.2291, -1.3879, 0.7273], [-2.3734, 0.6479, 1.1154]],
  "atomic_forces_ev_per_a": [[0.18, 0.36, 0.43], [-1.50, -1.67, -1.52], [0.97, -3.79, 2.57], [-1.42, 5.05, -0.69], [2.14, -1.30, 1.13], [0.36, 1.06, 0.76], [-0.64, -0.21, -0.68], [-0.57, 1.50, -0.80], [0.49, -1.00, -1.21]]
}